{"formula": "C36H41NO4RhSeTe", "method": "the ωB97M-V functional and the def2-TZVPD basis", "e_tot_ha": -4532.0780, "s2": 0.7565, "lumo_ev": [-0.6, -2.0], "e_above_lowest_kj_mol": 140.3, "multiplicity": 2, "symbols": ["Te", "Rh", "Se", "O", "O", "O", "O", "N", "C", "C", "C", "C", "C", "C", "C", "C", "C", "C", "C", "C", "C", "C", "C", "C", "C", "C", "C", "C", "C", "C", "C", "C", "C", "C", "C", "C", "C", "C", "C", "C", "C", "C", "C", "C", "H", "H", "H", "H", "H", "H", "H", "H", "H", "H", "H", "H", "H", "H", "H", "H", "H", "H", "H", "H", "H", "H", "H", "H", "H", "H", "H", "H", "H", "H", "H", "H", "H", "H", "H", "H", "H", "H", "H", "H", "H"], "coordinates": [[0.96856, -0.40770, 1.71148], [-0.22007, 0.28585, -1.86821], [0.35139, -1.20964, -3.61565], [-1.81289, -1.02978, -1.52722], [2.82992, 2.72585, -0.49263], [1.16001, 1.63697, -1.43550], [2.79915, -0.60389, -1.81334], [0.10425, -1.02828, -0.46050], [4.11041, 3.94372, 5.26111], [-3.05493, -1.65322, -5.98967], [-2.83809, 0.67592, -5.54974], [1.95292, 1.11354, 2.86366], [-2.75597, -4.17164, 2.32059], [4.11757, 1.09807, -2.74623], [3.35223, 2.95759, 4.41772], [1.66636, 2.47487, 2.73443], [0.64507, 3.01925, 1.77910], [-3.12187, 1.11176, 1.82303], [-0.86462, -3.34868, 1.08989], [-1.81896, 0.82012, 1.45534], [-4.74197, -0.08068, -7.00959], [-1.24397, -0.86811, -4.62235], [-3.59113, -3.31017, 1.61965], [2.40819, 1.75187, -1.09140], [-3.59339, 0.68338, 3.05479], [-3.06714, -2.46629, 0.65448], [4.40347, 0.43588, -0.33719], [3.40983, 0.63542, -1.47738], [-1.69956, -2.47413, 0.39956], [-0.99054, 0.10773, 2.31218], [-0.99867, 1.59361, -4.12228], [-1.44638, -0.32762, 3.55722], [-1.47639, -3.35343, -5.04840], [3.64136, 1.59877, 4.49468], [-1.12790, -1.50430, -0.55611], [2.37248, 3.37255, 3.53167], [-2.76084, -0.02374, 3.90710], [2.96960, 0.66402, 3.72109], [-1.70514, 0.44127, -4.78540], [-0.57756, -1.10180, 4.50827], [3.36539, -0.78689, 3.83434], [-1.92703, -1.92961, -5.22168], [-1.39483, -4.19879, 2.04866], [-3.52681, -0.36101, -6.16807], [5.14293, -0.30959, -0.63230], [4.42213, 1.25938, 5.16737], [2.53555, -1.41265, 4.17027], [3.97331, 3.73475, 6.32356], [-0.25873, -2.05092, 4.06907], [-3.16900, -4.83160, 3.07275], [2.44537, -1.01496, -1.01631], [0.31946, -0.53505, 4.77118], [0.90542, 4.03839, 1.49930], [-1.11851, -1.32361, 5.42691], [-4.61036, 0.90144, 3.35421], [5.18038, 3.89127, 5.05369], [-4.65285, -3.29632, 1.82885], [-0.49537, -3.52233, -5.49713], [-0.34710, 3.03183, 2.23551], [2.15800, 4.43085, 3.43321], [-4.46650, 0.42801, -7.93584], [-3.19115, 1.69558, -5.66923], [-2.18330, -4.03758, -5.51651], [-3.58418, -2.47935, -6.45303], [0.08224, 1.54379, -4.26613], [4.88034, 0.36811, -3.01961], [3.39877, 1.16877, -3.56352], [0.19191, -3.37473, 0.85355], [-1.45266, 1.15341, 0.49251], [-3.13484, -0.35868, 4.86721], [-1.23624, 1.65504, -3.03665], [-5.25789, -1.00244, -7.27625], [4.17781, -0.89641, 4.55112], [3.89214, 0.07846, 0.56369], [3.77889, 4.96333, 5.07089], [3.71373, -1.19358, 2.88192], [4.89448, 1.37193, -0.08342], [4.58104, 2.07027, -2.58745], [0.60414, 2.44000, 0.85849], [-1.38857, -3.60177, -3.98899], [-1.34642, 2.55128, -4.50910], [-0.74885, -4.88844, 2.57676], [-3.69963, -1.78504, 0.10086], [-3.75963, 1.66824, 1.14891], [-5.44779, 0.56231, -6.48189]], "forces_ev_per_angstrom": [[0.032, 0.038, 0.136], [-0.100, -0.303, 0.224], [0.108, 0.220, 0.044], [-0.080, 0.185, -0.182], [-0.003, 0.010, -0.063], [-0.072, 0.131, -0.283], [0.072, 0.063, 0.030], [-0.034, 0.042, -0.058], [0.004, 0.019, 0.011], [-0.006, 0.018, 0.000], [0.000, 0.049, -0.005], [-0.040, 0.034, -0.089], [-0.007, 0.002, -0.004], [-0.026, -0.038, 0.002], [-0.001, -0.012, -0.004], [-0.007, -0.022, -0.020], [-0.038, 0.001, 0.036], [-0.005, -0.012, -0.003], [-0.002, -0.019, 0.002], [-0.002, -0.018, -0.012], [0.000, -0.002, -0.007], [-0.018, -0.180, -0.015], [-0.009, -0.005, 0.014], [0.055, -0.198, 0.196], [0.019, 0.004, 0.001], [0.025, 0.015, -0.011], [-0.025, -0.009, -0.006], [0.088, 0.005, -0.089], [-0.021, -0.015, 0.047], [0.014, -0.017, -0.081], [0.075, -0.034, -0.113], [-0.058, -0.003, 0.023], [-0.004, -0.003, 0.002], [0.007, -0.003, -0.003], [0.205, -0.055, 0.146], [0.010, -0.005, 0.016], [0.001, -0.013, -0.007], [0.042, -0.004, 0.030], [0.032, 0.088, 0.061], [0.033, -0.016, 0.020], [0.016, -0.031, 0.032], [-0.006, -0.020, -0.017], [0.000, 0.008, -0.003], [0.005, -0.033, 0.012], [0.001, 0.006, -0.006], [-0.001, -0.006, -0.001], [0.006, -0.006, 0.000], [-0.001, -0.003, -0.002], [-0.013, 0.014, -0.018], [-0.004, 0.001, -0.002], [-0.169, 0.012, -0.030], [-0.010, 0.003, 0.015], [0.007, -0.012, -0.024], [0.008, 0.007, 0.009], [-0.002, -0.003, -0.001], [0.000, -0.004, -0.003], [-0.001, -0.001, 0.002], [0.001, 0.004, 0.004], [-0.012, -0.021, 0.018], [0.001, 0.000, -0.001], [0.000, -0.001, 0.001], [-0.001, -0.003, 0.004], [0.002, -0.008, 0.004], [-0.002, 0.004, -0.003], [-0.018, -0.001, 0.026], [0.002, 0.005, -0.007], [0.000, 0.004, -0.001], [-0.005, 0.009, -0.006], [0.019, 0.020, -0.008], [0.001, 0.003, 0.002], [-0.041, 0.048, 0.011], [0.003, -0.001, 0.001], [-0.005, -0.007, 0.001], [-0.006, 0.013, 0.004], [-0.002, -0.002, -0.002], [-0.005, 0.022, -0.010], [0.003, 0.002, 0.002], [0.005, 0.006, 0.005], [-0.008, 0.005, -0.035], [-0.003, 0.005, -0.012], [-0.023, 0.019, 0.049], [0.000, 0.002, 0.000], [-0.003, 0.004, 0.000], [-0.004, -0.003, 0.002], [0.002, 0.003, 0.003]], "mulliken_spin": [0.654, -0.015, 0.000, 0.043, -0.004, 0.020, 0.002, 0.214, -0.002, 0.002, 0.002, 0.110, 0.005, -0.002, 0.023, -0.123, 0.042, -0.001, 0.004, 0.013, 0.000, 0.000, -0.001, -0.012, 0.001, 0.000, -0.003, 0.030, -0.004, 0.084, 0.005, -0.087, 0.001, -0.003, 0.013, -0.009, 0.004, -0.042, -0.005, 0.048, 0.039, -0.001, -0.003, -0.002, 0.002, 0.003, -0.012, 0.001, -0.014, 0.000, 0.007, -0.014, 0.002, 0.000, 0.000, 0.002, 0.000, 0.000, 0.006, -0.001, 0.000, 0.000, 0.000, 0.000, -0.001, 0.000, 0.000, 0.003, -0.007, 0.000, 0.000, 0.000, 0.001, 0.006, 0.000, -0.003, 0.001, 0.000, -0.021, 0.000, 0.001, 0.000, 0.000, 0.000, 0.000]}